# 1
Molecular formula: C41H53F2N6OPV
Method: DFT, ωB97M-V/def2-TZVPD

Last column: Löwdin charge in e.
Element x y z (Å)
V  0.431  -0.312  0.357  0.600
F  -1.080  -0.507  5.719  0.051
C  -0.120  -0.686  4.783  -0.279
C  -0.339  -0.250  3.491  -0.072
C  0.631  -0.420  2.497  -0.143
C  1.867  -0.995  2.892  -0.165
C  2.020  -1.452  4.197  -0.228
F  3.156  -2.088  4.591  0.044
C  1.043  -1.324  5.164  0.049
C  2.958  -0.949  1.894  -0.193
C  4.309  -1.156  2.181  0.005
C  5.266  -0.884  1.220  -0.054
C  4.869  -0.399  -0.014  -0.047
C  3.514  -0.257  -0.246  -0.128
N  2.578  -0.550  0.659  0.035
H  -1.278  0.252  3.279  0.105
H  1.200  -1.683  6.170  0.127
H  4.610  -1.489  3.159  0.104
H  6.315  -1.028  1.447  0.109
H  5.582  -0.134  -0.782  0.108
H  3.156  0.122  -1.193  0.091
C  -2.275  -0.433  -2.723  -0.142
C  -0.973  -0.176  -3.481  -0.522
C  -1.062  1.132  -4.260  -0.101
P  0.500  -0.311  -2.310  1.091
C  1.353  -1.730  -3.187  -0.533
C  1.804  -1.512  -4.629  -0.117
C  2.461  -2.415  -2.389  -0.124
C  1.401  1.257  -2.426  -0.330
C  2.078  1.703  -3.570  -0.082
C  2.638  2.960  -3.675  -0.296
C  3.352  3.414  -4.921  -0.066
C  2.478  3.817  -2.578  -0.046
C  1.816  3.427  -1.440  -0.010
C  1.270  2.121  -1.295  -0.336
N  0.667  1.715  -0.149  -0.072
C  0.169  2.712  0.728  -0.233
C  0.783  2.994  1.956  -0.202
C  2.132  2.433  2.315  -0.030
C  0.161  3.861  2.851  -0.020
C  -1.036  4.493  2.554  -0.282
C  -1.679  5.437  3.536  -0.062
C  -1.595  4.263  1.303  -0.019
C  -1.009  3.401  0.385  -0.208
C  -1.613  3.247  -0.984  -0.053
H  -3.117  -0.481  -3.420  0.077
H  -2.476  0.364  -2.007  0.035
H  -2.233  -1.375  -2.168  0.060
H  -0.837  -0.996  -4.193  0.085
H  -1.109  1.988  -3.584  0.068
H  -1.968  1.131  -4.872  0.080
H  -0.208  1.283  -4.918  0.064
H  0.507  -2.431  -3.212  0.097
H  2.703  -0.899  -4.668  0.067
H  1.032  -1.041  -5.241  0.067
H  2.051  -2.474  -5.087  0.080
H  3.408  -1.883  -2.490  0.072
H  2.618  -3.427  -2.773  0.080
H  2.216  -2.482  -1.329  0.040
H  2.147  1.049  -4.428  0.081
H  3.441  2.598  -5.639  0.069
H  4.360  3.771  -4.698  0.073
H  2.820  4.232  -5.412  0.075
H  2.891  4.820  -2.625  0.112
H  1.718  4.117  -0.611  0.115
H  2.811  3.246  2.583  0.084
H  2.561  1.889  1.477  0.060
H  2.070  1.757  3.171  0.075
H  0.642  4.053  3.806  0.119
H  -1.551  5.085  4.561  0.072
H  -2.747  5.540  3.343  0.070
H  -1.234  6.433  3.474  0.077
H  -2.519  4.765  1.032  0.112
H  -2.681  3.464  -0.968  0.079
H  -1.468  2.235  -1.358  0.033
H  -1.133  3.931  -1.691  0.086
C  -5.827  -2.303  -0.075  -0.069
C  -5.303  -2.800  1.269  -0.408
C  -4.274  -3.912  1.083  -0.075
C  -4.757  -1.648  2.117  -0.103
N  -3.659  -0.944  1.473  -0.083
C  -2.373  -1.269  1.361  -0.133
N  -1.779  -0.354  0.630  0.000
N  -2.734  0.536  0.293  0.036
N  -3.861  0.194  0.789  0.100
H  -6.280  -3.123  -0.633  0.081
H  -5.019  -1.892  -0.684  0.071
H  -6.576  -1.521  0.053  0.083
H  -6.142  -3.203  1.844  0.137
H  -3.452  -3.583  0.441  0.070
H  -4.733  -4.777  0.603  0.082
H  -3.859  -4.240  2.040  0.078
H  -4.400  -2.012  3.082  0.133
H  -5.527  -0.900  2.293  0.130
H  -1.906  -2.111  1.834  0.122
C  0.106  -3.842  2.341  0.005
C  0.299  -3.629  0.868  -0.440
C  0.518  -4.848  0.012  0.002
O  0.316  -2.526  0.352  -0.037
H  -0.749  -4.504  2.504  0.093
H  -0.016  -2.901  2.874  0.056
H  0.982  -4.361  2.739  0.109
H  0.214  -5.765  0.513  0.082
H  1.584  -4.913  -0.219  0.097
H  -0.013  -4.733  -0.932  0.092

Output
DFT total energy ... -3483.0293 hartree
HOMO level (alpha / beta) ... -5.64 / -6.22 eV
F_max ... 0.4 eV/Å
2S+1 ... 4
Gap between HOMO and LUMO (alpha / beta) ... 5.8 / 6.4 eV
Energy relative to the best compared isomer or geometry (same formula, charge and spin) ... 25.1 kJ/mol

=====

# 2
Molecular formula: C23H41Cl2N3O15
Method: DFT, ωB97M-V/def2-TZVPD

Last column: Löwdin charge in e.
Element x y z (Å)
O  12.689  24.667  12.467  0.164
C  12.263  25.341  13.347  -0.579
O  12.021  26.668  13.248  0.061
C  11.637  27.207  14.513  -0.103
C  11.695  26.004  15.475  -0.089
O  12.071  24.918  14.613  0.031
H  12.338  27.997  14.774  0.128
H  10.628  27.605  14.432  0.127
H  10.691  25.785  15.830  0.128
H  12.435  26.061  16.266  0.127
O  15.916  20.996  16.336  0.162
C  16.030  21.939  15.628  -0.576
O  15.716  23.202  16.028  0.033
C  16.102  24.135  15.004  -0.088
C  16.704  23.238  13.918  -0.094
O  16.269  21.931  14.303  0.062
H  15.185  24.628  14.683  0.119
H  16.801  24.872  15.391  0.130
H  17.789  23.277  13.836  0.132
H  16.299  23.455  12.931  0.134
O  14.349  13.449  17.157  0.162
C  14.357  14.630  17.075  -0.582
O  14.008  15.333  15.978  0.046
C  14.256  16.720  16.170  -0.108
C  14.557  16.819  17.682  -0.099
O  14.692  15.454  18.083  0.068
H  15.128  17.034  15.598  0.132
H  13.364  17.271  15.890  0.095
H  13.747  17.294  18.233  0.108
H  15.491  17.333  17.898  0.128
O  11.237  16.863  18.156  0.174
C  10.476  17.771  18.208  -0.561
O  9.755  18.217  17.160  0.016
C  8.696  19.063  17.631  -0.114
C  9.157  19.398  19.067  -0.160
O  10.228  18.515  19.320  0.068
H  8.584  19.921  16.979  0.115
H  7.804  18.442  17.688  0.128
H  8.295  19.187  19.702  0.127
H  9.408  20.448  19.188  0.088
C  14.853  19.614  11.760  -0.084
N  14.479  18.274  12.132  0.013
C  15.238  17.224  11.735  -0.559
C  14.810  15.858  12.225  0.001
O  16.218  17.360  11.017  0.029
H  14.206  20.352  12.234  0.059
H  14.647  19.729  10.687  0.088
H  15.896  19.839  11.953  0.082
H  13.538  18.069  12.440  0.095
H  14.116  15.927  13.059  0.038
H  15.704  15.307  12.494  0.087
H  14.302  15.401  11.373  0.087
C  14.465  23.238  19.059  -0.086
N  14.291  23.444  20.471  0.004
C  15.321  23.309  21.344  -0.561
C  15.033  23.587  22.800  -0.008
O  16.442  23.005  20.977  0.050
H  13.477  23.282  18.590  0.066
H  14.869  22.248  18.849  0.087
H  15.050  23.995  18.537  0.082
H  13.397  23.703  20.845  0.127
H  15.250  24.632  23.029  0.084
H  15.706  22.977  23.395  0.083
H  14.003  23.393  23.104  0.073
C  11.485  14.317  13.459  -0.049
N  10.530  15.398  13.577  0.020
C  10.871  16.688  13.716  -0.520
C  9.780  17.687  14.047  -0.021
O  12.037  17.075  13.654  0.002
H  12.250  14.545  12.715  0.070
H  10.978  13.414  13.137  0.086
H  12.028  14.184  14.398  0.088
H  9.575  15.128  13.733  0.132
H  9.445  18.065  13.076  0.092
H  10.242  18.428  14.678  0.009
H  8.897  17.260  14.524  0.077
Cl  11.606  20.528  14.054  0.626
C  12.750  20.344  15.413  -0.608
C  12.694  21.520  16.336  -0.597
Cl  11.176  21.470  17.339  0.602
H  13.723  20.333  14.920  0.061
H  12.601  19.392  15.915  0.063
H  12.591  22.489  15.856  0.050
H  13.547  21.561  17.007  0.041

Output
DFT total energy ... -3114.3414 hartree
HOMO level ... -8.79 eV
F_max ... 1.5 eV/Å
2S+1 ... 1
Gap between HOMO and LUMO ... 8.7 eV
Energy relative to the best compared isomer or geometry (same formula, charge and spin) ... 0.0 kJ/mol

=====

# 3
Molecular formula: C25H32N10O4S
Method: DFT, ωB97M-V/def2-TZVPD

Last column: Löwdin charge in e.
Element x y z (Å)
C  1.970  -0.627  -0.981  -0.182
S  1.228  1.034  -1.564  0.752
O  1.587  1.298  -3.078  -0.426
O  1.611  2.221  -0.648  -0.436
C  -0.659  0.813  -1.403  -0.208
C  -1.593  1.713  -0.358  0.023
C  -3.226  1.357  -0.315  -0.136
N  -4.141  2.118  0.619  0.021
C  -3.829  0.178  -1.281  -0.005
C  -2.902  -0.701  -2.308  -0.019
C  -1.295  -0.387  -2.376  0.003
C  -3.856  -1.800  -3.061  -0.234
O  -3.672  -2.449  -4.215  -0.077
N  -5.058  -1.830  -2.093  0.023
C  -5.333  -0.447  -1.468  -0.234
O  -6.555  0.071  -1.214  -0.051
H  1.066  -1.369  -0.741  0.066
H  2.598  -1.146  -1.821  0.067
H  2.557  -0.444  0.021  0.081
H  -1.119  2.566  0.327  0.109
H  -5.068  2.171  0.132  0.083
H  -3.730  3.099  0.653  0.097
H  -0.628  -1.039  -3.083  0.101
H  -4.724  -2.451  -1.304  0.105
C  0.661  -4.669  0.367  -0.069
C  1.763  -3.969  -0.411  -0.176
N  2.677  -3.389  -1.057  0.096
H  -0.135  -3.958  0.608  0.034
H  0.242  -5.484  -0.230  0.079
H  1.064  -5.079  1.297  0.079
C  -4.439  -4.069  2.167  -0.072
C  -3.337  -3.369  1.389  -0.183
N  -2.423  -2.789  0.743  0.108
H  -5.235  -3.358  2.408  0.080
H  -4.858  -4.884  1.570  0.077
H  -4.036  -4.479  3.097  0.077
C  -5.151  -2.691  -8.147  -0.048
C  -4.589  -2.645  -6.735  0.062
N  -4.122  -2.607  -5.565  0.089
H  -4.560  -2.047  -8.805  0.029
H  -5.119  -3.715  -8.528  0.087
H  -6.188  -2.343  -8.147  0.087
C  3.735  2.216  1.984  -0.062
C  3.764  0.973  2.857  -0.217
N  3.787  -0.059  3.582  0.081
H  3.374  3.070  2.563  0.062
H  4.741  2.436  1.615  0.062
H  3.070  2.058  1.130  0.038
C  -0.938  -1.012  -9.454  -0.068
C  -2.133  -1.708  -10.084  -0.185
N  -3.125  -2.286  -10.607  0.091
H  -0.065  -1.671  -9.482  0.080
H  -0.708  -0.095  -10.003  0.080
H  -1.160  -0.758  -8.414  0.079
C  1.617  2.742  5.504  -0.095
C  1.698  4.088  4.803  -0.215
N  1.765  5.205  4.223  0.071
H  1.800  1.937  4.786  0.053
H  2.368  2.688  6.297  0.018
H  0.624  2.609  5.943  0.076
C  4.462  3.275  9.499  -0.071
C  3.267  2.578  8.869  -0.171
N  2.275  2.001  8.347  0.095
H  5.335  2.616  9.472  0.078
H  4.692  4.192  8.950  0.077
H  4.240  3.528  10.539  0.075
C  7.521  3.366  3.287  -0.074
C  7.017  3.736  4.672  -0.205
N  6.599  4.044  5.821  0.077
H  6.692  3.374  2.574  0.054
H  8.278  4.085  2.961  0.077
H  7.964  2.366  3.306  0.079

Output
DFT total energy ... -2217.5954 hartree
HOMO level ... -6.85 eV
F_max ... 18.0 eV/Å
2S+1 ... 1
Gap between HOMO and LUMO ... 5.9 eV

=====

# 4
Molecular formula: C6H16
Method: DFT, ωB97M-V/def2-TZVPD

Last column: Löwdin charge in e.
Element x y z (Å)
C  0.947  -1.096  -1.560  -0.126
C  2.087  -0.311  -0.893  -0.296
C  2.274  -0.846  0.532  -0.127
H  -0.046  -0.851  -1.164  0.031
H  1.000  -2.182  -1.543  0.074
H  0.820  -0.727  -2.587  0.072
H  2.989  -0.518  -1.465  0.095
H  1.822  0.743  -0.903  0.088
H  2.918  -1.724  0.458  0.070
H  2.819  -0.158  1.192  0.067
H  1.344  -1.035  1.063  0.051
C  -2.470  -0.132  0.025  -0.115
C  -1.616  0.519  1.107  -0.318
C  -1.108  1.937  0.773  -0.115
H  -3.122  -0.847  0.539  0.069
H  -2.002  -0.649  -0.802  0.045
H  -3.117  0.655  -0.359  0.070
H  -2.130  0.525  2.071  0.096
H  -0.704  -0.042  1.344  0.076
H  -1.852  2.716  0.653  0.066
H  -0.427  2.187  1.592  0.067
H  -0.424  1.834  -0.073  0.059

Output
DFT total energy ... -238.1760 hartree
HOMO level ... -11.35 eV
F_max ... 1.7 eV/Å
2S+1 ... 1
Gap between HOMO and LUMO ... 12.5 eV
Energy relative to the best compared isomer or geometry (same formula, charge and spin) ... 53.8 kJ/mol

=====

# 5
Molecular formula: C11H6ClN3O3
Method: DFT, ωB97M-V/def2-TZVPD

Last column: Löwdin charge in e.
Element x y z (Å)
O  -0.258  -1.066  -2.656  0.165
C  0.037  -1.473  -1.549  -0.233
O  -0.456  -2.643  -0.875  0.224
C  0.186  -2.505  0.249  -0.398
N  0.122  -3.417  1.187  0.168
C  0.535  -3.111  2.454  -0.171
N  1.098  -2.017  2.771  0.160
C  1.416  -1.204  1.734  -0.526
O  2.073  -0.170  1.912  0.067
N  0.918  -1.402  0.475  0.099
C  0.877  -0.462  -0.640  -0.076
C  0.072  0.818  -0.492  -0.154
C  0.448  1.757  -1.574  0.022
C  -0.359  2.912  -1.730  -0.088
C  -1.392  3.175  -0.896  -0.100
C  -1.587  2.320  0.148  -0.107
C  -0.962  1.065  0.397  -0.540
Cl  -1.545  0.130  1.778  0.741
H  0.406  -3.807  3.280  0.122
H  1.843  -0.219  -0.940  0.143
H  1.237  1.457  -2.333  0.140
H  -0.230  3.553  -2.610  0.113
H  -2.164  3.935  -1.093  0.126
H  -2.312  2.374  1.004  0.103

Output
DFT total energy ... -1272.9237 hartree
HOMO level ... -9.82 eV
F_max ... 6.1 eV/Å
2S+1 ... 1
Gap between HOMO and LUMO ... 9.6 eV
Energy relative to the best compared isomer or geometry (same formula, charge and spin) ... 157.4 kJ/mol